Formula: C4H9NO
Source: the Open Molecules 2025 dataset
Level of theory: ωB97M-V/def2-TZVPD

Results
Calculated total energy in eV: -7831.2211
SMILES string: CCN(C)C=O
Molecular weight in g/mol: 87.12
Energy relative to the best compared isomer or geometry (same formula, charge and spin) in kcal per mole: 25.3

Structure (ORCA input):
```
! RIJCOSX wB97M-V def2-TZVPD def2/J DEFGRID3
* xyz 0 1
C 1.9777 -0.0379 0.1399
C 0.6228 0.2694 -0.5008
N -0.5556 0.0935 0.3612
C -1.2674 -1.1155 -0.0609
C -1.3192 1.2233 0.6048
O -1.0892 2.3340 0.1744
H 2.6868 -0.2562 -0.6674
H 1.9492 -0.9137 0.7995
H 2.3708 0.8101 0.7090
H 0.4775 -0.4205 -1.3373
H 0.5988 1.2854 -0.9015
H -0.5774 -1.9571 0.0339
H -1.5184 -0.9967 -1.1252
H -2.1877 -1.3568 0.4795
H -2.1684 1.0388 1.2909
*
```

Formula: C4H9NO
Source: the Open Molecules 2025 dataset
Level of theory: ωB97M-V/def2-TZVPD

Results
Calculated total energy in eV: -7831.0820
SMILES string: C=CNC=O.C
Molecular weight in g/mol: 87.12
Energy relative to the best compared isomer or geometry (same formula, charge and spin) in kcal per mole: 28.5

Structure (ORCA input):
```
! RIJCOSX wB97M-V def2-TZVPD def2/J DEFGRID3
* xyz 0 1
C 0.5931 2.0442 0.6617
C -0.3425 1.1109 0.5182
N -0.3434 -0.0996 1.2190
C -1.3030 -1.0630 1.0623
O -2.2103 -1.0132 0.2595
H 0.5251 2.9780 0.1177
H 1.4430 1.9115 1.3278
H -1.1791 1.2012 -0.1674
H 0.3696 -0.2460 1.9192
H -1.1628 -1.9073 1.7639
C 0.7246 -1.0278 -1.7693
H 0.9480 -0.0336 -1.3921
H -0.3448 -1.2304 -1.6472
H 1.2989 -1.7681 -1.2044
H 0.9911 -1.0864 -2.8287
*
```

Formula: C4H9NO
Source: the Open Molecules 2025 dataset
Level of theory: ωB97M-V/def2-TZVPD

Results
Calculated total energy in eV: -7824.2531
Molecular weight in g/mol: 87.12
Energy relative to the best compared isomer or geometry (same formula, charge and spin) in kcal per mole: 186.0

Structure (ORCA input):
```
! RIJCOSX wB97M-V def2-TZVPD def2/J DEFGRID3
* xyz 0 1
C 3.0720 0.6796 -0.1170
N -1.8415 0.2911 0.6633
C 2.1517 -0.2573 -0.7167
C 0.7654 -0.1703 -0.2682
C -3.0262 -0.4121 0.2258
O 4.2781 0.6299 -0.0316
H 2.5077 1.4678 0.4370
H 2.5494 -1.2506 -0.9114
H 0.6854 0.0330 0.8135
H 0.2756 0.6990 -0.7597
H 0.2524 -1.1010 -0.4792
H -2.0401 1.2133 1.0586
H -2.5516 -0.3970 -0.7798
H -3.0716 -1.4667 0.5119
H -4.0067 0.0412 0.3536
*
```

Formula: C4H9NO
Source: the Open Molecules 2025 dataset
Level of theory: ωB97M-V/def2-TZVPD

Results
Calculated total energy in eV: -7827.5864
Molecular weight in g/mol: 87.12
Energy relative to the best compared isomer or geometry (same formula, charge and spin) in kcal per mole: 109.2

Structure (ORCA input):
```
! RIJCOSX wB97M-V def2-TZVPD def2/J DEFGRID3
* xyz 0 1
C -0.7836 1.3382 0.0250
N -0.5742 -0.0625 0.3781
C -1.2157 -0.9797 -0.3094
C 0.7538 -0.5620 0.8546
O 0.7540 -1.5618 1.5500
C 1.7267 -0.0046 0.0044
H -1.8314 1.5939 0.2003
H -0.1603 1.9661 0.6622
H -0.5346 1.5183 -1.0283
H -2.0761 -0.6992 -0.9096
H -1.0713 -2.0142 -0.0234
H 0.0937 -1.0843 -1.5853
H 2.7097 -0.4624 0.0234
H 1.6796 1.0296 -0.3167
H 0.8559 -0.7649 -1.2796
*
```

Formula: C4H9NO
Source: the Open Molecules 2025 dataset
Level of theory: ωB97M-V/def2-TZVPD

Results
Calculated total energy in eV: -7827.6252
Molecular weight in g/mol: 87.12
Energy relative to the best compared isomer or geometry (same formula, charge and spin) in kcal per mole: 108.3

Structure (ORCA input):
```
! RIJCOSX wB97M-V def2-TZVPD def2/J DEFGRID3
* xyz 0 1
C 0.4694 1.6911 0.6347
C 0.6819 0.5590 -0.3704
O 1.7921 -0.2365 -0.0132
C -0.5839 -0.2909 -0.5387
C -0.5951 -1.5128 -1.3612
N -0.6778 -1.3404 0.5047
H 1.4004 2.2499 0.7682
H -0.3025 2.3919 0.2960
H 0.1635 1.2976 1.6134
H 0.9304 0.9804 -1.3511
H 1.5801 -0.6360 0.8426
H -1.4881 0.3282 -0.4940
H -0.0922 -2.1486 0.2587
H -1.6588 -1.7413 -1.5673
H -1.6194 -1.5915 0.7776
*
```

Formula: C4H9NO
Source: the Open Molecules 2025 dataset
Level of theory: ωB97M-V/def2-TZVPD

Results
Calculated total energy in eV: -7832.0347
SMILES string: CCNC(C)=O
Molecular weight in g/mol: 87.12
Energy relative to the best compared isomer or geometry (same formula, charge and spin) in kcal per mole: 6.6

Structure (ORCA input):
```
! RIJCOSX wB97M-V def2-TZVPD def2/J DEFGRID3
* xyz 0 1
C -1.9367 0.4700 0.1970
C -1.2257 -0.4511 -0.7931
N 0.1890 -0.1123 -0.8635
C 1.0292 -0.6321 0.0885
C 2.2644 0.1874 0.4112
O 0.7880 -1.6741 0.6747
H -2.9749 0.1698 0.3675
H -1.9346 1.5052 -0.1657
H -1.4127 0.4467 1.1592
H -1.2783 -1.4916 -0.4656
H -1.6708 -0.3863 -1.7917
H 0.4073 0.8156 -1.1996
H 2.2650 1.1864 -0.0372
H 3.1700 -0.3438 0.1076
H 2.2903 0.2897 1.4995
*
```